A 13-piece molecular cluster, C52H132F12N11O29P2S12 overall in a non-equilibrium geometry, computed with ωB97M-V/def2-TZVPD.

XYZ file:
```
250
Properties=species:S:1:pos:R:3
C -23.059 15.374 -5.839
C -23.868 16.277 -6.769
C -23.137 16.581 -8.150
O -23.977 17.409 -8.984
C -23.671 17.414 -10.368
N -25.189 15.496 -6.946
H -25.732 15.489 -6.094
H -25.700 15.944 -7.693
H -25.090 14.531 -7.228
H -22.910 14.383 -6.267
H -23.463 15.223 -4.838
H -22.016 15.648 -5.678
H -24.000 17.154 -6.135
H -23.148 15.587 -8.597
H -22.118 16.886 -7.911
H -22.770 17.991 -10.576
H -24.455 17.948 -10.905
H -23.415 16.461 -10.831
C -28.092 23.316 -8.515
C -27.253 22.771 -9.708
C -28.080 21.812 -10.657
O -28.974 22.501 -11.497
C -29.404 21.702 -12.579
N -26.578 23.874 -10.669
H -26.093 24.597 -10.157
H -25.796 23.468 -11.163
H -27.224 24.017 -11.431
H -28.975 23.765 -8.972
H -27.525 24.036 -7.926
H -28.315 22.454 -7.887
H -26.469 22.200 -9.210
H -28.515 20.918 -10.210
H -27.355 21.300 -11.288
H -30.047 22.266 -13.255
H -29.837 20.788 -12.172
H -28.571 21.439 -13.231
C -20.983 21.733 -6.396
C -22.444 21.999 -6.197
C -23.369 20.959 -6.928
O -24.696 21.072 -6.375
C -25.664 20.069 -6.740
N -22.819 22.000 -4.743
H -22.349 22.752 -4.261
H -23.812 22.030 -4.559
H -22.591 21.135 -4.274
H -20.331 22.468 -5.923
H -20.750 21.474 -7.429
H -20.790 20.811 -5.849
H -22.768 22.992 -6.508
H -23.092 19.924 -6.732
H -23.282 21.075 -8.008
H -26.596 20.319 -6.233
H -25.311 19.044 -6.628
H -25.774 20.165 -7.820
C -19.807 16.641 -12.185
C -18.736 17.751 -12.000
C -19.224 18.865 -11.077
O -18.325 19.955 -11.063
C -18.674 21.095 -10.264
N -17.510 17.078 -11.392
H -17.239 17.586 -10.562
H -17.860 16.222 -10.987
H -16.682 16.910 -11.945
H -20.120 16.277 -11.206
H -19.506 15.833 -12.853
H -20.710 17.072 -12.617
H -18.348 18.274 -12.874
H -19.349 18.393 -10.103
H -20.259 19.100 -11.325
H -19.558 21.603 -10.648
H -17.818 21.766 -10.188
H -18.749 20.738 -9.237
C -25.472 20.341 -18.005
C -26.344 19.126 -17.658
C -26.705 19.093 -16.212
O -27.620 18.003 -16.001
C -28.143 18.039 -14.674
N -27.598 19.225 -18.502
H -28.244 19.847 -18.037
H -27.380 19.518 -19.444
H -28.029 18.317 -18.597
H -24.575 20.491 -17.404
H -26.005 21.291 -17.989
H -25.222 20.453 -19.061
H -25.841 18.237 -18.035
H -27.044 20.061 -15.844
H -25.818 18.994 -15.587
H -28.346 17.035 -14.300
H -29.036 18.661 -14.614
H -27.488 18.388 -13.876
C -20.144 21.690 -14.076
C -19.734 22.963 -14.766
C -20.387 24.193 -14.106
C -21.902 24.166 -13.945
P -22.821 25.524 -13.021
C -22.741 25.302 -11.251
C -21.291 25.166 -10.751
C -21.167 24.974 -9.250
C -19.672 24.909 -8.806
C -21.921 27.101 -13.413
C -22.447 28.331 -12.647
C -21.769 29.644 -13.152
C -22.411 30.976 -12.784
C -24.559 25.897 -13.538
C -24.722 26.353 -14.975
C -26.127 26.108 -15.659
C -26.094 25.852 -17.216
H -19.627 20.884 -14.596
H -21.172 21.400 -14.289
H -19.809 21.746 -13.040
H -20.203 22.752 -15.728
H -18.650 22.981 -14.870
H -20.111 25.063 -14.703
H -19.871 24.304 -13.153
H -22.221 23.228 -13.490
H -22.335 24.274 -14.940
H -23.303 24.391 -11.044
H -23.386 26.102 -10.887
H -20.896 26.153 -10.993
H -20.664 24.319 -11.029
H -21.717 24.088 -8.933
H -21.795 25.709 -8.746
H -19.264 25.886 -9.065
H -19.095 24.111 -9.274
H -19.511 24.915 -7.728
H -22.042 27.261 -14.484
H -20.869 26.916 -13.193
H -22.204 28.280 -11.585
H -23.522 28.471 -12.758
H -21.771 29.603 -14.241
H -20.763 29.531 -12.749
H -21.685 31.705 -13.144
H -22.451 31.087 -11.701
H -23.404 31.182 -13.183
H -24.957 26.547 -12.759
H -25.131 24.972 -13.456
H -23.917 26.020 -15.631
H -24.502 27.419 -15.024
H -26.804 26.945 -15.488
H -26.657 25.278 -15.192
H -25.462 25.008 -17.491
H -25.759 26.718 -17.788
H -27.105 25.627 -17.554
C -31.089 16.731 -18.918
C -29.839 16.269 -18.129
C -30.181 14.909 -17.436
C -28.930 14.552 -16.654
P -29.242 13.365 -15.347
C -30.490 13.895 -14.112
C -30.350 15.217 -13.456
C -31.491 15.461 -12.455
C -31.580 16.915 -11.953
C -27.630 13.017 -14.576
C -26.952 14.304 -14.099
C -25.670 14.690 -14.881
C -24.946 15.972 -14.475
C -29.903 11.902 -16.080
C -29.044 11.319 -17.194
C -29.551 10.130 -18.012
C -29.805 8.825 -17.189
H -31.990 16.753 -18.304
H -31.207 16.236 -19.882
H -30.988 17.742 -19.311
H -29.737 17.094 -17.424
H -28.996 16.238 -18.818
H -30.483 14.211 -18.217
H -31.053 14.955 -16.783
H -28.481 15.374 -16.096
H -28.172 14.183 -17.345
H -30.485 13.083 -13.385
H -31.445 13.750 -14.618
H -30.273 15.942 -14.267
H -29.378 15.328 -12.976
H -31.396 14.709 -11.672
H -32.395 15.313 -13.045
H -30.732 17.135 -11.304
H -32.504 17.187 -11.443
H -31.740 17.716 -12.674
H -27.030 12.572 -15.369
H -27.724 12.252 -13.805
H -26.487 13.929 -13.187
H -27.637 15.112 -13.841
H -26.004 14.934 -15.889
H -24.897 13.964 -15.130
H -25.590 16.597 -13.856
H -24.620 16.619 -15.290
H -24.044 15.824 -13.881
H -30.936 12.122 -16.351
H -29.975 11.224 -15.230
H -28.024 11.140 -16.853
H -28.926 12.156 -17.882
H -28.878 9.925 -18.844
H -30.480 10.420 -18.503
H -30.121 7.998 -17.825
H -30.529 9.168 -16.451
H -28.924 8.470 -16.655
N -29.271 21.032 -17.235
S -29.200 22.644 -16.918
O -29.781 23.056 -15.671
O -29.258 23.562 -18.081
F -27.625 22.691 -16.492
S -30.694 20.824 -16.759
O -31.841 21.320 -17.504
O -30.857 20.535 -15.318
F -30.665 19.326 -17.285
N -21.142 17.195 -17.885
S -20.045 17.325 -16.580
O -20.386 16.386 -15.577
O -19.458 18.584 -16.065
F -18.683 16.720 -17.231
S -21.891 18.378 -17.477
O -21.473 19.659 -17.976
O -22.617 18.322 -16.169
F -23.154 18.093 -18.443
N -27.249 16.381 -8.759
S -27.552 16.540 -10.237
O -27.087 17.669 -10.994
O -28.717 15.839 -10.777
F -26.422 15.492 -10.757
S -28.344 17.560 -8.229
O -29.664 17.037 -8.010
O -28.079 18.880 -8.671
F -27.781 17.760 -6.763
N -31.234 27.977 -13.123
S -30.940 26.503 -12.938
O -31.435 25.419 -13.781
O -30.737 26.231 -11.549
F -29.379 26.603 -13.427
S -32.900 27.797 -12.785
O -33.297 27.078 -11.574
O -33.841 27.686 -13.912
F -33.253 29.357 -12.404
N -24.728 22.704 -12.541
S -25.279 21.888 -13.613
O -25.942 20.644 -13.328
O -24.491 21.934 -14.821
F -26.560 22.900 -13.857
S -23.925 21.448 -11.657
O -23.091 20.457 -12.350
O -24.612 21.168 -10.404
F -22.757 22.276 -10.950
N -25.458 25.833 -9.125
S -25.077 25.885 -7.642
O -26.096 26.412 -6.743
O -23.635 26.046 -7.371
F -25.271 24.283 -7.377
S -25.292 27.528 -9.314
O -23.926 27.956 -9.630
O -26.153 28.476 -8.538
F -26.049 27.654 -10.724
```

Output
- LUMO energy: -3.74 eV
- Total charge: +1
- HOMO level: -8.25 eV